{"formula": "C3H10NO4", "method": "ωB97M-V/def2-TZVPD", "orbital_gap_ev": [4.639, 5.820], "multiplicity": 2, "total_charge": 2, "e_homo_ev": [-19.078, -19.070], "lumo_energy_ha": [-0.5306, -0.4869], "elements": ["O", "C", "O", "C", "C", "O", "N", "H", "H", "H", "H", "H", "H", "H", "H", "H", "H", "O"], "coordinates": [[-2.632, 1.709, 1.047], [-2.259, 0.900, 0.065], [-3.070, 0.388, -0.690], [-0.854, 0.495, -0.072], [0.436, 0.229, 0.639], [0.647, 0.987, 1.911], [-0.849, -0.593, -1.142], [-3.607, 1.761, 1.128], [1.213, -2.130, -0.951], [1.347, 0.387, 0.031], [0.387, -0.792, 1.124], [1.563, 0.809, 2.198], [-0.271, -0.329, -1.942], [-0.567, -1.417, -0.609], [-1.839, -0.577, -1.515], [4.251, -0.783, -0.300], [2.657, -0.784, -0.505], [3.448, -0.259, -0.417]]}

{"formula": "C4H10BNO", "method": "ωB97M-V/def2-TZVPD", "orbital_gap_ev": [7.214, 7.394], "multiplicity": 1, "e_homo_ev": [-7.159, -7.352], "lumo_energy_ha": [0.0020, 0.0015], "elements": ["B", "C", "C", "C", "C", "N", "O", "H", "H", "H", "H", "H", "H", "H", "H", "H", "H"], "coordinates": [[0.120, 1.221, -0.048], [1.844, -0.744, 0.747], [1.834, -0.670, -0.723], [1.514, 0.588, 0.135], [-2.583, -0.715, 0.205], [-1.663, -0.498, -0.891], [-0.478, 2.389, 0.019], [1.079, -1.438, 1.306], [2.706, -0.726, 1.300], [2.708, -0.600, -1.261], [0.971, -1.175, -1.149], [2.473, 1.079, 0.308], [-2.379, -1.623, 0.733], [-2.596, 0.095, 0.967], [-3.556, -0.787, -0.155], [-1.907, 0.338, -1.499], [-0.088, 3.268, 0.008]]}

{"formula": "C37H47IrN4O2PS2SbSe4", "method": "ωB97M-V/def2-TZVPD", "orbital_gap_ev": [5.348, 5.365], "multiplicity": 1, "total_charge": -2, "e_homo_ev": [-1.668, -1.678], "lumo_energy_ha": [0.1352, 0.1355], "elements": ["Ir", "S", "C", "C", "C", "C", "N", "C", "C", "C", "S", "C", "N", "H", "H", "Se", "Sb", "Se", "Se", "Se", "C", "N", "N", "C", "O", "C", "C", "C", "C", "C", "C", "C", "C", "C", "H", "H", "H", "H", "H", "H", "H", "H", "H", "H", "H", "H", "O", "P", "C", "C", "C", "C", "C", "C", "C", "C", "C", "C", "C", "C", "C", "C", "C", "C", "C", "C", "H", "H", "H", "H", "H", "H", "H", "H", "H", "H", "H", "H", "H", "H", "H", "H", "H", "H", "H", "H", "H", "H", "H", "H", "H", "H", "H", "H", "H", "H", "H", "H", "H"], "coordinates": [[0.097, 0.981, -0.357], [0.071, 0.904, 2.053], [1.441, 1.916, 2.255], [1.510, 2.741, 3.369], [2.532, 3.676, 3.513], [2.526, 4.571, 4.591], [2.498, 5.309, 5.475], [3.543, 3.744, 2.526], [3.517, 2.865, 1.452], [2.477, 1.958, 1.287], [2.474, 0.933, -0.084], [4.573, 4.692, 2.594], [5.438, 5.451, 2.612], [0.726, 2.681, 4.113], [4.292, 2.924, 0.700], [-4.245, -1.507, -2.737], [-2.657, 0.461, -2.827], [0.182, 1.343, -2.599], [-2.146, 1.197, -0.383], [-3.965, 2.323, -3.719], [-2.011, 7.382, 0.018], [-1.216, 6.338, 0.621], [-0.526, 5.477, -0.219], [-0.383, 4.245, 0.400], [0.338, 3.358, -0.061], [-1.132, 4.337, 1.614], [-1.639, 5.595, 1.693], [-2.474, 6.209, 2.756], [0.359, 5.930, -1.209], [1.088, 7.103, -1.026], [2.017, 7.484, -1.974], [2.239, 6.695, -3.091], [1.511, 5.529, -3.270], [0.560, 5.147, -2.342], [-1.447, 7.833, -0.797], [-2.221, 8.140, 0.773], [-2.951, 6.990, -0.386], [-1.240, 3.545, 2.324], [-2.662, 5.476, 3.534], [-3.433, 6.537, 2.352], [-1.961, 7.064, 3.198], [0.948, 7.697, -0.132], [2.594, 8.387, -1.823], [2.992, 6.983, -3.812], [1.683, 4.903, -4.133], [-0.014, 4.244, -2.486], [-0.189, -1.366, -0.448], [-0.444, -2.805, -0.196], [-1.284, -3.397, -1.738], [-0.630, -2.808, -2.985], [0.479, -3.690, -3.535], [-0.062, -5.074, -3.867], [-0.626, -5.726, -2.611], [-1.688, -4.850, -1.946], [-1.528, -2.862, 1.325], [-1.646, -4.129, 2.172], [-2.781, -5.063, 1.762], [-4.104, -4.313, 1.677], [-3.989, -3.171, 0.677], [-2.890, -2.205, 1.091], [1.198, -3.481, 0.415], [2.314, -2.622, -0.196], [3.677, -3.312, -0.134], [3.771, -4.172, 1.121], [2.758, -5.325, 1.063], [1.522, -4.953, 0.230], [-2.217, -2.815, -1.590], [-0.225, -1.818, -2.758], [-1.413, -2.690, -3.744], [1.282, -3.785, -2.797], [0.906, -3.229, -4.427], [0.731, -5.705, -4.283], [-0.852, -4.979, -4.613], [0.190, -5.918, -1.911], [-1.073, -6.694, -2.862], [-1.975, -5.305, -0.998], [-2.577, -4.827, -2.582], [-0.931, -2.142, 1.914], [-1.835, -3.809, 3.203], [-0.701, -4.679, 2.175], [-2.852, -5.878, 2.491], [-2.566, -5.507, 0.790], [-4.362, -3.918, 2.664], [-4.898, -4.998, 1.370], [-4.928, -2.622, 0.610], [-3.803, -3.570, -0.320], [-3.190, -1.709, 2.021], [-2.801, -1.418, 0.337], [1.147, -3.274, 1.496], [2.365, -1.677, 0.346], [2.074, -2.374, -1.232], [4.463, -2.554, -0.132], [3.828, -3.942, -1.014], [3.572, -3.542, 1.992], [4.783, -4.571, 1.233], [2.456, -5.593, 2.080], [3.231, -6.207, 0.621], [0.677, -5.582, 0.518], [1.735, -5.136, -0.823]]}

{"formula": "C40H52IIrN5O2PSb", "method": "ωB97M-V/def2-TZVPD", "orbital_gap_ev": 5.225, "multiplicity": 1, "total_charge": 3, "e_homo_ev": -14.275, "lumo_energy_ha": -0.3326, "elements": ["Ir", "C", "C", "C", "C", "C", "O", "C", "N", "C", "C", "C", "C", "C", "C", "P", "C", "C", "C", "C", "C", "C", "C", "C", "C", "C", "C", "C", "H", "H", "H", "H", "H", "H", "H", "H", "H", "H", "H", "H", "H", "H", "H", "H", "H", "H", "H", "H", "H", "H", "H", "H", "I", "C", "C", "N", "N", "C", "H", "H", "H", "C", "C", "C", "N", "C", "C", "H", "H", "H", "H", "H", "C", "C", "N", "O", "H", "H", "H", "H", "H", "C", "C", "Sb", "C", "C", "C", "C", "H", "H", "H", "H", "H", "H", "H", "H", "H", "H", "H", "H", "H", "H", "H"], "coordinates": [[0.675, 0.856, 0.271], [1.742, -1.523, -0.548], [0.570, -2.509, -0.546], [1.004, -3.722, 0.282], [-0.718, -1.824, -0.040], [-1.678, -2.687, 0.776], [-1.345, -2.343, 2.155], [-0.639, -1.237, 2.131], [-0.359, -0.778, 0.954], [-0.229, -0.706, 3.442], [-0.921, -1.172, 4.560], [-0.576, -0.739, 5.833], [0.464, 0.161, 5.997], [1.162, 0.630, 4.889], [0.834, 0.208, 3.605], [1.859, 0.817, 2.236], [3.226, -0.347, 2.077], [4.272, -0.021, 1.208], [5.297, -0.924, 0.988], [5.279, -2.163, 1.621], [4.247, -2.488, 2.488], [3.219, -1.581, 2.722], [2.577, 2.381, 2.771], [3.909, 2.436, 3.185], [4.447, 3.633, 3.639], [3.665, 4.776, 3.689], [2.334, 4.727, 3.290], [1.794, 3.538, 2.835], [2.495, -1.747, -1.305], [2.239, -1.493, 0.419], [1.383, -0.499, -0.893], [0.367, -2.831, -1.570], [1.012, -3.494, 1.352], [2.016, -4.023, 0.008], [0.363, -4.585, 0.112], [-1.243, -1.372, -0.877], [-1.537, -3.756, 0.672], [-2.723, -2.429, 0.615], [-1.730, -1.877, 4.429], [-1.122, -1.108, 6.691], [0.741, 0.499, 6.987], [1.972, 1.334, 5.033], [4.311, 0.960, 0.745], [6.120, -0.661, 0.336], [6.082, -2.867, 1.449], [4.246, -3.444, 2.994], [2.424, -1.845, 3.407], [4.532, 1.553, 3.166], [5.480, 3.666, 3.959], [4.089, 5.706, 4.044], [1.723, 5.618, 3.340], [0.752, 3.513, 2.538], [2.831, 6.408, -1.479], [2.595, 4.379, -1.248], [3.340, 3.367, -1.813], [2.825, 2.203, -1.376], [1.783, 2.410, -0.546], [1.633, 3.730, -0.470], [4.182, 3.395, -2.485], [3.149, 1.271, -1.578], [0.853, 4.163, 0.128], [-1.441, 1.475, -4.280], [-2.035, 1.962, -3.131], [-1.479, 1.661, -1.902], [-0.379, 0.907, -1.752], [0.156, 0.393, -2.878], [-0.331, 0.658, -4.142], [-1.840, 1.710, -5.257], [-2.922, 2.579, -3.175], [-1.927, 2.045, -1.003], [1.021, -0.243, -2.785], [0.165, 0.228, -5.001], [-2.216, 3.972, 1.337], [-1.437, 2.733, 1.640], [-1.613, 2.152, 2.803], [-0.627, 2.340, 0.745], [-3.232, 3.903, 1.721], [-2.235, 4.156, 0.267], [-1.729, 4.819, 1.826], [-2.281, 2.536, 3.455], [-1.055, 1.366, 3.112], [-3.484, -4.439, -1.999], [-4.340, -3.270, -2.475], [-3.158, -1.636, -3.234], [-2.120, -2.790, -4.735], [-3.026, -3.616, -5.641], [-4.660, -0.775, -4.501], [-5.627, 0.119, -3.730], [-4.100, -5.253, -1.613], [-2.801, -4.142, -1.198], [-2.874, -4.850, -2.805], [-4.956, -2.886, -1.660], [-5.022, -3.585, -3.264], [-1.407, -3.427, -4.205], [-1.522, -2.089, -5.323], [-3.638, -4.320, -5.076], [-2.437, -4.196, -6.353], [-3.702, -2.984, -6.217], [-5.187, -1.598, -4.983], [-4.151, -0.215, -5.289], [-6.169, -0.444, -2.968], [-6.370, 0.561, -4.394], [-5.107, 0.938, -3.225]]}

| no. | calculated total energy (eV) | largest force on an atom (eV Å⁻¹) |
| --- | --- | --- |
| 1 | -12926.2671 | 5.67 |
| 2 | -8520.4014 | 4.44 |
| 3 | -350913.5867 | 3.86 |
| 4 | -80613.0149 | 0.95 |